This record from the OMol25 dataset describes C37H102AlF2N10O14S2 as an isolated structure at a distorted geometry. The level of theory is ωB97M-V/def2-TZVPD.

Cartesian coordinates (Å):
Al 0.52161 -15.34416 7.40850
N -1.10694 -11.52686 3.12651
S -0.49552 -10.50137 2.15103
O -0.37573 -9.12876 2.65641
O -0.53359 -10.68046 0.69449
F 0.96417 -10.99303 2.42920
S -2.61138 -11.23448 2.46341
O -2.94595 -11.98517 1.29333
O -3.17010 -9.89597 2.65958
F -3.41647 -12.01534 3.62429
C 5.20211 -9.55101 7.77455
O 4.98248 -10.86858 8.13007
H 4.28910 -8.95818 7.71912
H 5.81176 -9.06757 8.53791
H 5.77166 -9.34563 6.86818
C -0.73177 -10.97158 -10.86623
C -1.52667 -12.25115 -11.05464
C -2.49664 -12.52394 -9.92412
O -1.84715 -12.95440 -8.74414
C -2.75693 -13.25555 -7.74908
N -2.14393 -12.21991 -12.33991
H -0.33334 -10.53787 -11.78343
H 0.16363 -11.15396 -10.27202
H -1.17504 -10.19509 -10.24279
H -0.87022 -13.12112 -11.07187
H -3.10178 -13.34390 -10.31085
H -3.14330 -11.66424 -9.74847
H -2.17477 -13.51931 -6.86611
H -3.36791 -14.10478 -8.05503
H -3.44108 -12.44543 -7.49656
H -1.46381 -11.99786 -13.05281
H -2.66612 -11.38105 -12.13082
C -6.73925 -18.91329 4.12807
C -6.48878 -18.65243 5.58385
C -7.21848 -19.67363 6.48063
O -6.75881 -19.51684 7.85804
C -7.60738 -20.09218 8.86595
N -5.08313 -18.93128 5.80427
H -6.49068 -19.91957 3.79088
H -6.16285 -18.24048 3.49310
H -7.79461 -18.87903 3.85763
H -6.70254 -17.60709 5.80675
H -6.96532 -20.65747 6.08557
H -8.29677 -19.52232 6.43062
H -7.10540 -19.98175 9.82715
H -7.67012 -21.17745 8.78624
H -8.60788 -19.66227 8.81818
H -5.18258 -19.54925 6.59694
H -4.83921 -19.55288 5.04649
C -6.25917 -3.23598 9.86239
C -6.11984 -3.86154 8.42726
C -7.26348 -4.86587 8.05314
O -7.42333 -5.95869 8.94957
C -8.42448 -6.95367 8.61101
N -5.86584 -2.83790 7.40719
H -5.41110 -2.57323 10.03455
H -6.16214 -4.02745 10.60552
H -7.16305 -2.67253 10.09400
H -5.21206 -4.45584 8.53121
H -7.04052 -5.14600 7.02361
H -8.19406 -4.29853 8.03697
H -8.07925 -7.62616 7.82573
H -9.30737 -6.46463 8.19935
H -8.77197 -7.56546 9.44353
H -5.59810 -3.19479 6.50107
H -5.04462 -2.30004 7.64476
C -3.72336 -13.73075 13.43309
C -4.43875 -14.03361 12.12947
C -4.64541 -12.90236 11.11309
O -3.32011 -12.45131 10.81180
C -3.28545 -11.15716 10.21020
N -3.71701 -15.14508 11.50714
H -4.30948 -13.01813 14.01338
H -2.75886 -13.29363 13.17467
H -3.63636 -14.63944 14.02875
H -5.41281 -14.47804 12.33394
H -5.20999 -12.04851 11.48762
H -5.09189 -13.23356 10.17550
H -3.53153 -11.15038 9.14836
H -2.27523 -10.74940 10.17437
H -3.86601 -10.43109 10.77930
H -4.41502 -15.72448 11.06308
H -3.45438 -15.74366 12.27709
C 6.81491 -17.53964 2.69578
C 5.41031 -16.91018 2.97768
C 4.36757 -17.43081 2.00692
O 3.08914 -16.88836 2.27774
C 2.18718 -17.16980 1.14344
N 5.07947 -17.44666 4.23450
H 6.96472 -18.56678 3.02842
H 7.63225 -16.95036 3.11146
H 7.02787 -17.54711 1.62682
H 5.44153 -15.82688 3.09433
H 4.41570 -18.51933 1.97691
H 4.73703 -17.10162 1.03573
H 2.14356 -18.24190 0.95158
H 2.53615 -16.63699 0.25889
H 1.19991 -16.75410 1.34497
H 5.13316 -18.45384 4.18155
H 5.84970 -17.22284 4.84830
C 10.73402 -8.71025 2.59254
C 10.19408 -7.70195 1.52898
C 8.77397 -7.26253 1.70026
O 8.39662 -6.26696 0.78263
C 6.98327 -6.14265 0.92663
N 11.01259 -6.45685 1.42269
H 10.32178 -8.53282 3.58586
H 11.81905 -8.63288 2.66218
H 10.48587 -9.73507 2.31640
H 10.28661 -8.24620 0.58912
H 8.56183 -6.96650 2.72762
H 8.18599 -8.17475 1.59912
H 6.60529 -5.39566 0.22860
H 6.75260 -5.79202 1.93259
H 6.51114 -7.10105 0.71055
H 10.90084 -5.90263 2.25962
H 10.66480 -5.92515 0.63756
C -0.13918 2.55225 8.75494
C 0.84471 1.87397 9.68697
C 1.55551 0.62147 9.06659
O 0.61427 -0.28173 8.53370
C 1.19298 -1.43817 7.90979
N 1.81709 2.86137 10.13381
H 0.35201 2.80904 7.81638
H -0.50851 3.46882 9.21493
H -1.02713 1.94704 8.57228
H 0.25705 1.57996 10.55662
H 2.22785 0.19518 9.81112
H 2.23138 0.93767 8.27203
H 1.98839 -1.89285 8.50029
H 1.80837 -1.14192 7.06031
H 0.45613 -2.14510 7.52847
H 2.22067 2.49454 10.98391
H 1.34070 3.70681 10.41376
C -2.75282 -2.54429 -1.20624
C -3.48713 -3.83425 -0.86827
C -3.15599 -4.91340 -1.90640
O -3.68313 -4.48846 -3.21636
C -3.63678 -5.54124 -4.20688
N -3.25795 -4.23247 0.50819
H -1.67237 -2.66494 -1.28483
H -2.93881 -1.68822 -0.55766
H -3.08028 -2.31009 -2.21917
H -4.55397 -3.64137 -0.98116
H -3.50130 -5.93266 -1.73330
H -2.07677 -5.04816 -1.97862
H -4.19789 -6.42491 -3.90296
H -2.58317 -5.81929 -4.23324
H -4.01430 -5.21755 -5.17682
H -3.87155 -4.95273 0.86149
H -2.38472 -4.72720 0.62136
C 5.40777 -13.23128 -6.46570
C 4.71930 -13.02011 -5.13736
C 5.70812 -12.67847 -3.98705
O 6.73249 -13.65125 -3.88206
C 7.75868 -13.22947 -2.99540
N 3.74453 -11.95034 -5.31194
H 4.65352 -13.47010 -7.21548
H 6.09569 -14.06358 -6.31695
H 6.02621 -12.39749 -6.79798
H 4.17398 -13.93563 -4.90810
H 5.11190 -12.59816 -3.07810
H 6.06833 -11.65542 -4.09528
H 7.31634 -13.03450 -2.01845
H 8.28174 -12.38917 -3.45191
H 8.39241 -14.11584 -2.96638
H 3.39693 -11.64259 -4.41497
H 2.96105 -12.31584 -5.83412

Properties
Charge   +1
M   1040.39 g/mol
ΔE to the lowest compared entry with this formula, charge and spin   155.7 kcal/mol
Calculated total energy   -117263.91293 eV
E_LUMO   -9.272 eV
HOMO   -0.3763 Ha

Atom charges from the Mulliken analysis, given in e for atoms 1 to 2:
1. Al 0.989
2. N -0.204